C6H12O | ωB97M-V with the def2-TZVPD basis set

Atoms and positions in Å:
C1 -1.5729 -0.1432 -2.0677
C2 -0.7721 -1.1663 -1.3107
C3 -0.5188 -1.0638 -0.0047
O1 -1.0399 -0.0471 0.7324
C4 -0.2696 0.4456 1.8293
C5 1.2310 0.5101 1.5026
C6 1.5022 0.6168 -0.0166
H1 -2.6304 -0.2298 -1.8029
H2 -1.2666 0.8847 -1.8243
H3 -1.4837 -0.2704 -3.1507
H4 -0.3530 -2.0224 -1.8283
H5 0.1964 -1.7169 0.5013
H6 -0.4613 -0.1661 2.7255
H7 -0.6824 1.4423 2.0232
H8 1.6706 1.3668 2.0386
H9 1.7282 -0.3735 1.9214
H10 0.9100 -0.0638 -0.6659
H11 2.5454 0.3786 -0.2242
H12 1.2670 1.6183 -0.3781

Properties
SMILES: C/C=C\OCCC
Total charge: 0
Gap between HOMO and LUMO in eV: 9.3
ΔE to the lowest compared entry with this formula, charge and spin in eV: 1.9521